{"formula": "C3H10N2O", "method": "ωB97M-V/def2-TZVPD", "elements": ["C", "N", "C", "O", "C", "N", "H", "H", "H", "H", "H", "H", "H", "H", "H", "H"], "coordinates": [[-0.5727, 0.7167, 0.7644], [0.7782, 0.7897, 0.1608], [1.5817, -0.3508, 0.1234], [2.9206, -0.0754, -0.2687], [-1.6445, 0.2255, -0.2642], [-1.2139, -1.0761, -0.7806], [-0.8244, 1.6393, 1.2860], [-0.4040, -0.1085, 1.4647], [0.7851, 1.4865, -0.5864], [1.5940, -0.9667, 1.0456], [1.2808, -1.0505, -0.6893], [3.0777, 0.8019, 0.1172], [-2.6718, 0.2402, 0.1132], [-1.5754, 0.9504, -1.0822], [-1.9350, -1.4666, -1.3812], [-1.1765, -1.7555, -0.0227]], "atomic_forces_ev_per_a": [[0.74, -1.79, 0.69], [-2.64, 0.15, -0.38], [2.45, -0.77, -0.73], [-1.17, 0.97, 0.70], [1.21, 0.29, -0.91], [-0.42, -0.15, 0.44], [0.03, 0.06, -0.22], [-0.64, 0.42, 0.51], [0.96, -0.09, -0.06], [-0.49, 0.57, -0.07], [-1.00, 0.15, 0.06], [0.85, -0.25, -0.18], [0.35, 0.23, 0.56], [-0.44, -0.14, -0.18], [0.20, 0.24, -0.35], [0.00, 0.10, 0.11]], "total_charge": 1, "homo_ev": [-14.51, -14.45], "multiplicity": 2, "orbital_gap_ev": [11.46, 6.19]}

{"formula": "C4H8O3S", "method": "ωB97M-V/def2-TZVPD", "elements": ["C", "C", "C", "C", "O", "O", "O", "S", "H", "H", "H", "H", "H", "H", "H", "H"], "coordinates": [[-3.4461, -0.1498, 0.3208], [0.2128, 1.4546, -1.0170], [1.1045, -1.9638, 0.7715], [0.2629, 0.5581, 0.2638], [-1.4732, -0.9959, -0.4080], [-4.0132, -0.2615, -0.6694], [-3.0668, -0.1264, 1.4209], [0.4040, -1.0941, -0.4127], [1.1295, 1.4226, -1.6215], [-0.6021, 1.1376, -1.7489], [-0.1409, 2.4822, -0.8178], [0.9510, -1.5475, 1.8033], [1.3958, -2.9845, 0.4436], [-1.5873, -1.8029, -0.9880], [-0.5587, 0.6793, 0.8529], [1.2006, 0.7349, 0.7399]], "atomic_forces_ev_per_a": [[-0.20, -0.78, 2.02], [-1.83, 0.09, -0.87], [-0.58, 0.50, -0.25], [2.67, 0.64, -3.77], [1.51, -2.50, -1.80], [-0.55, 0.36, -1.56], [0.09, 0.72, -0.05], [-0.82, -0.18, 1.25], [-0.07, 0.24, 0.56], [0.90, -0.17, 1.08], [0.79, -0.27, 0.26], [0.44, -1.12, -0.96], [-0.16, 0.86, 0.84], [-0.54, 1.33, 0.85], [-2.15, 0.01, 1.69], [0.49, 0.24, 0.72]], "homo_ev": -8.82, "orbital_gap_ev": 9.39}

{"formula": "C24H36N2O3", "method": "ωB97M-V/def2-TZVPD", "elements": ["C", "C", "H", "H", "O", "C", "O", "C", "C", "H", "C", "N", "C", "C", "H", "H", "H", "H", "C", "C", "H", "H", "C", "N", "C", "O", "C", "H", "H", "H", "C", "C", "H", "H", "H", "H", "H", "H", "H", "H", "H", "H", "C", "C", "H", "H", "C", "C", "C", "C", "C", "C", "C", "H", "H", "H", "H", "H", "H", "H", "H", "H", "H", "H", "H"], "coordinates": [[-3.5913, -3.4030, -0.8842], [-2.1368, -3.6443, -0.5060], [-1.5242, -3.7471, -1.4079], [-2.0346, -4.5350, 0.1176], [-1.6195, -2.5759, 0.2869], [-1.1961, -1.4850, -0.3607], [-1.1995, -1.3830, -1.5605], [-0.7483, -0.4053, 0.6171], [-0.0717, 0.7436, -0.1333], [-0.7084, 1.0824, -0.9504], [1.2779, 0.3376, -0.7265], [2.1632, -0.1599, 0.3123], [1.5693, -1.3432, 0.9076], [0.2673, -0.9816, 1.6113], [-0.1451, -1.8644, 2.1006], [0.4809, -0.2267, 2.3696], [2.2617, -1.7648, 1.6379], [1.3731, -2.1182, 0.1411], [3.5558, -0.4049, -0.0711], [4.0873, 0.5318, -1.1591], [3.5424, 0.3917, -2.0928], [3.9758, 1.5672, -0.8328], [5.5700, 0.2434, -1.4223], [6.3450, 0.4094, -0.2195], [7.2575, 1.3771, 0.0386], [7.7945, 1.4734, 1.1259], [7.6004, 2.3167, -1.1005], [8.0007, 1.7669, -1.9493], [6.7256, 2.8812, -1.4151], [8.3565, 3.0099, -0.7420], [5.9099, -0.4684, 0.8458], [4.4395, -0.2202, 1.1723], [4.1345, -0.8980, 1.9683], [4.3119, 0.8008, 1.5341], [6.5384, -0.2691, 1.7150], [6.0534, -1.5083, 0.5283], [5.9377, 0.8956, -2.2119], [5.6782, -0.7959, -1.7601], [3.6696, -1.4420, -0.4436], [1.7165, 1.2271, -1.1776], [1.1123, -0.4127, -1.5178], [0.0839, 1.5686, 0.5633], [-2.0005, 0.0652, 1.3840], [-3.1327, 0.5608, 0.4856], [-2.7924, 1.4273, -0.0819], [-3.4082, -0.2231, -0.2224], [-4.3556, 0.9416, 1.3165], [-5.5877, 1.3023, 0.5268], [-5.5671, 1.5768, -0.8335], [-6.7315, 1.9141, -1.5042], [-7.9349, 1.9855, -0.8271], [-7.9681, 1.7160, 0.5309], [-6.8058, 1.3774, 1.1969], [-6.8381, 1.1668, 2.2571], [-8.9023, 1.7682, 1.0712], [-8.8412, 2.2486, -1.3523], [-6.6947, 2.1224, -2.5638], [-4.6421, 1.5294, -1.3863], [-4.0979, 1.7903, 1.9592], [-4.6076, 0.1085, 1.9798], [-1.7066, 0.8640, 2.0691], [-2.3626, -0.7734, 1.9835], [-3.9803, -4.2702, -1.4099], [-4.1891, -3.2302, 0.0077], [-3.6679, -2.5355, -1.5354]], "atomic_forces_ev_per_a": [[0.37, 0.11, 0.14], [-0.23, -0.30, -0.44], [-0.05, -0.05, 0.19], [0.03, 0.11, -0.08], [-0.03, -0.01, 0.32], [0.18, 0.25, -0.01], [-0.08, -0.03, -0.13], [-0.01, 0.14, 0.28], [0.02, -0.30, -0.28], [-0.03, 0.08, 0.02], [-0.10, 0.20, -0.06], [0.06, 0.02, -0.11], [-0.09, 0.06, 0.36], [0.08, -0.23, -0.19], [-0.03, 0.04, 0.05], [-0.02, 0.03, 0.05], [-0.02, -0.05, -0.07], [0.09, -0.01, 0.03], [0.11, 0.26, 0.23], [0.03, -0.35, -0.03], [-0.05, 0.07, -0.02], [-0.04, 0.11, -0.04], [-0.25, 0.20, -0.21], [-0.16, -0.34, 0.06], [0.17, 0.14, -0.29], [0.19, 0.19, 0.26], [0.12, 0.03, 0.23], [-0.03, -0.01, -0.12], [-0.06, 0.03, -0.12], [-0.03, -0.03, 0.02], [0.00, 0.00, 0.48], [0.14, -0.30, -0.31], [-0.04, -0.01, 0.07], [-0.03, 0.04, 0.02], [-0.07, -0.13, -0.14], [0.03, 0.02, 0.03], [0.02, -0.08, 0.03], [0.01, 0.09, -0.07], [0.01, 0.06, -0.01], [-0.01, -0.07, -0.06], [0.05, 0.09, -0.02], [-0.02, 0.05, 0.05], [-0.05, -0.03, -0.31], [-0.02, 0.01, 0.44], [-0.01, -0.01, -0.14], [-0.03, 0.01, -0.13], [0.16, -0.02, -0.19], [-0.05, -0.01, 0.11], [0.07, -0.03, 0.05], [-0.08, 0.04, -0.10], [-0.06, 0.03, -0.09], [-0.07, 0.00, 0.08], [-0.01, 0.01, -0.03], [0.00, -0.03, 0.11], [-0.07, 0.00, 0.04], [-0.07, 0.02, -0.04], [0.00, 0.01, -0.08], [0.13, -0.03, -0.05], [0.01, -0.06, 0.07], [0.02, 0.04, 0.05], [0.07, -0.01, 0.06], [0.00, 0.03, 0.08], [-0.08, -0.09, -0.06], [-0.09, -0.02, 0.06], [-0.04, 0.04, -0.06]], "homo_ev": -8.59, "orbital_gap_ev": 9.34}

{"formula": "H3PSSi", "method": "ωB97M-V/def2-TZVPD", "elements": ["Si", "P", "S", "H", "H", "H"], "coordinates": [[0.6678, -0.5667, 0.1557], [-1.6158, 0.4278, 0.3109], [-1.4938, 1.9460, -0.8438], [0.3133, -1.7384, 0.8782], [0.7946, -0.5481, -1.3310], [1.3340, 0.4794, 0.8299]], "atomic_forces_ev_per_a": [[-2.70, 1.31, -1.38], [0.83, -1.42, 0.65], [0.11, 0.98, -0.73], [0.33, -1.05, 0.37], [0.37, -0.40, 0.50], [1.06, 0.57, 0.60]], "homo_ev": [-7.13, -10.08], "multiplicity": 3, "orbital_gap_ev": [7.36, 8.10]}